[1]
{
  "formula": "C4H15NO2",
  "method": "the ωB97M-V functional and the def2-TZVPD basis",
  "symbols": ["C", "C", "C", "C", "N", "H", "H", "H", "H", "H", "H", "H", "H", "H", "H", "H", "H", "H", "O", "H", "H", "O"],
  "xyz": [[-1.52644, -0.12117, -0.13700], [-1.07375, 0.65699, 1.08588], [-1.38061, -0.17640, 2.33813], [0.42654, 0.87491, 0.98482], [-1.44544, 0.76943, -1.34053], [-2.56087, -0.47059, -0.16143], [-0.88915, -0.94616, -0.32703], [-1.60551, 1.59897, 1.08320], [-0.85958, 0.20878, 3.21538], [-1.05074, -1.21620, 2.23791], [-2.45358, -0.24326, 2.55746], [0.80664, 0.04122, 0.39483], [0.73165, 1.79427, 0.48334], [0.86797, 0.99830, 1.98042], [-2.38292, 1.02783, -1.62159], [-0.97996, 0.32272, -2.12394], [2.10556, -2.72688, -0.90281], [1.31900, -1.46469, -1.38252], [1.26301, -2.27309, -0.84860], [2.54654, 0.75205, -0.66207], [2.71633, 1.36468, -2.03798], [2.89953, 0.56173, -1.53910]],
  "forces_ev_per_a": [[-0.87, 1.62, -1.68], [-0.25, -1.07, 0.30], [-0.26, -0.12, 0.21], [0.26, 0.71, 0.03], [0.26, -0.04, 0.17], [0.04, -0.23, 0.93], [0.59, -1.04, 0.18], [-0.18, 0.28, 0.25], [-0.16, 0.15, 0.05], [0.16, 0.11, -0.25], [0.15, 0.21, -0.06], [0.59, -0.13, 0.53], [-0.40, 0.06, -0.36], [0.12, -0.59, -0.16], [0.22, 0.03, -0.20], [-0.26, 0.04, 0.12], [0.18, 0.19, -0.18], [0.44, -0.39, 0.12], [-0.52, 0.29, 0.00], [0.03, -0.05, 0.02], [0.02, -0.04, -0.06], [-0.15, 0.01, 0.04]],
  "nbo_charge": [-0.2151, -0.2361, -0.6063, -0.6190, -0.8627, 0.1818, 0.1959, 0.2036, 0.2046, 0.2082, 0.2077, 0.2041, 0.2083, 0.2094, 0.3556, 0.3562, 0.4775, 0.4822, -0.9575, 0.4775, 0.4733, -0.9490],
  "smiles": "CC(C)CN.O.O",
  "e_homo_ev": -9.201,
  "gap_ev": 9.95,
  "e_lumo_ev": 0.75,
  "multiplicity": 1
}

[2]
{
  "formula": "C28H42BF4O21",
  "method": "the ωB97M-V functional and the def2-TZVPD basis",
  "symbols": ["B", "F", "F", "F", "F", "C", "C", "C", "O", "C", "O", "O", "H", "H", "H", "H", "H", "H", "C", "C", "C", "O", "C", "O", "O", "H", "H", "H", "H", "H", "H", "C", "C", "C", "O", "C", "O", "O", "H", "H", "H", "H", "H", "H", "C", "C", "C", "O", "C", "O", "O", "H", "H", "H", "H", "H", "H", "C", "C", "C", "O", "C", "O", "O", "H", "H", "H", "H", "H", "H", "C", "C", "C", "O", "C", "O", "O", "H", "H", "H", "H", "H", "H", "C", "C", "C", "O", "C", "O", "O", "H", "H", "H", "H", "H", "H"],
  "xyz": [[-0.33618, 0.09744, -0.14854], [-1.53715, -0.33889, 0.47679], [-0.00021, -0.82738, -1.14440], [-0.57466, 1.35728, -0.72067], [0.67797, 0.22668, 0.82132], [0.94232, -0.44898, 5.59425], [0.65100, 0.35400, 4.33371], [-0.84069, 0.59551, 3.97151], [-0.85258, 1.97271, 3.60059], [0.28590, 2.54890, 3.90693], [0.56673, 3.71251, 3.79280], [1.16281, 1.67956, 4.46046], [0.16544, -1.21749, 5.69338], [0.84210, 0.05008, 6.55746], [1.89231, -0.96482, 5.48178], [1.12274, -0.17253, 3.50473], [-1.44590, 0.44417, 4.86687], [-1.14404, -0.07622, 3.17340], [-2.46122, -3.73750, 0.91639], [-2.78988, -2.86030, 2.10838], [-3.85426, -1.76130, 1.84398], [-4.90937, -2.08826, 2.74158], [-4.56172, -3.13083, 3.54556], [-5.23006, -3.51899, 4.43944], [-3.41543, -3.66612, 3.11085], [-3.37258, -4.05449, 0.40395], [-1.87826, -4.60050, 1.22409], [-1.95147, -3.07686, 0.21058], [-1.86061, -2.44900, 2.50610], [-4.21104, -1.85804, 0.82186], [-3.44839, -0.78101, 2.07114], [-3.46165, -1.39794, -2.87463], [-3.78019, -0.20032, -2.01908], [-3.09392, 1.14885, -2.35852], [-4.21140, 1.98573, -2.65770], [-5.37823, 1.33746, -2.57370], [-6.43384, 1.80264, -2.87441], [-5.17360, 0.08316, -2.11136], [-4.23797, -2.15279, -2.77340], [-2.50858, -1.84985, -2.58048], [-3.27843, -1.13046, -3.92012], [-3.45058, -0.41028, -0.99719], [-2.39083, 1.07357, -3.18900], [-2.63396, 1.59543, -1.48395], [0.43420, -1.41193, -4.72803], [1.57184, -0.44532, -4.42236], [2.25769, -0.76811, -3.09500], [3.65507, -0.63914, -3.39795], [3.84397, -0.72057, -4.71214], [4.88628, -0.80067, -5.27261], [2.63072, -0.72700, -5.34661], [0.04073, -1.27075, -5.73548], [-0.47465, -1.26437, -4.13199], [0.70134, -2.44660, -4.50647], [1.15926, 0.55031, -4.57939], [2.12158, -1.80939, -2.80606], [2.02826, -0.06343, -2.30334], [-0.01987, 4.99720, -1.08097], [0.64919, 4.65806, -2.40070], [1.34781, 3.28221, -2.49917], [1.08725, 2.92701, -3.85907], [-0.16327, 3.35093, -4.13063], [-0.81552, 2.97301, -5.05516], [-0.47989, 4.32821, -3.28455], [-0.64235, 5.87528, -1.23673], [0.71977, 5.26210, -0.32140], [-0.55055, 4.12708, -0.70023], [1.30962, 5.43212, -2.79013], [0.87961, 2.58171, -1.80558], [2.43225, 3.34248, -2.43343], [0.95257, -3.22212, 0.51389], [1.64658, -3.81505, 1.73914], [1.88656, -2.82043, 2.88017], [1.40329, -3.45266, 4.04195], [0.57311, -4.48149, 3.68884], [-0.04575, -5.12920, 4.46122], [0.58406, -4.59750, 2.35081], [1.69432, -2.73622, -0.12332], [0.21525, -2.50991, 0.87842], [0.40663, -3.89186, -0.14811], [2.44843, -4.53017, 1.55200], [1.49003, -1.83210, 2.65835], [2.97281, -2.72267, 2.96649], [4.22122, 1.09676, 1.00175], [3.26302, 1.91816, 0.14484], [2.44112, 2.89316, 0.96946], [2.88412, 4.18652, 0.63605], [3.95184, 4.07468, -0.18139], [4.66660, 4.97563, -0.48547], [4.11222, 2.81102, -0.62662], [4.95500, 1.74606, 1.48297], [4.71273, 0.29966, 0.44387], [3.71413, 0.59417, 1.83278], [2.74807, 1.21143, -0.49953], [2.48486, 2.63408, 2.02666], [1.40640, 2.68504, 0.67723]],
  "forces_ev_per_a": [[-0.66, 0.11, 0.12], [0.21, -0.10, 0.14], [0.18, 0.04, 0.03], [0.26, 0.09, -0.06], [0.16, -0.24, 0.03], [-0.96, -0.72, -0.15], [-0.38, -0.27, 0.54], [1.11, -0.41, 1.00], [-1.20, -0.52, -0.65], [1.65, 1.61, 0.70], [-0.63, -0.70, -0.27], [0.02, -0.35, -0.45], [0.22, -0.26, -0.34], [0.38, 0.64, -0.29], [0.09, 0.10, 0.35], [0.18, 0.46, -0.16], [-0.28, 0.16, -0.15], [-0.23, 0.39, -0.27], [-0.49, 0.80, -0.19], [-0.38, -0.27, -0.38], [0.69, -0.81, 0.11], [-0.05, 0.21, 0.35], [-0.10, 0.53, -1.15], [-0.18, -0.30, 0.53], [0.41, -0.25, 0.68], [-0.08, -0.16, 0.22], [0.20, 0.07, -0.15], [0.34, -0.33, -0.06], [-0.07, 0.04, 0.21], [-0.12, 0.37, -0.05], [-0.25, 0.18, -0.20], [0.90, -0.06, -0.45], [1.11, 0.12, 0.47], [-0.75, -0.35, 0.41], [0.04, 0.59, -0.77], [0.25, -0.05, -0.12], [0.04, -0.19, 0.23], [-0.34, 0.04, 0.15], [-0.06, 0.02, -0.14], [-0.10, 0.07, 0.34], [-0.56, 0.02, -0.06], [-0.75, -0.18, 0.12], [-0.16, 0.24, -0.10], [0.33, -0.21, -0.12], [-0.85, -0.11, 0.30], [-0.95, -1.43, -0.12], [0.28, 0.64, -0.16], [0.36, 0.22, 0.55], [-1.05, -0.04, -0.69], [0.31, 0.01, -0.01], [0.62, 0.35, -0.23], [0.51, -0.24, -0.21], [0.39, 0.48, 0.42], [0.26, -0.02, -0.47], [0.67, 0.32, 0.31], [-0.42, 0.11, 0.20], [-0.15, -0.24, 0.13], [1.11, 0.19, 0.06], [-0.78, -1.84, 0.44], [0.64, 1.18, 0.12], [-0.14, -0.91, 0.18], [0.49, 0.54, -0.78], [-0.17, -0.15, 0.26], [-0.26, 1.01, -0.07], [-0.32, -0.19, 0.12], [0.10, 0.03, -0.10], [-0.35, 0.13, -0.15], [-0.43, 0.22, -0.34], [0.17, -0.16, -0.10], [-0.07, -0.13, 0.39], [0.97, 0.44, -0.10], [-2.47, -0.37, -0.04], [2.17, -0.27, -1.06], [-0.40, 0.09, 0.24], [0.47, 0.62, -0.36], [-0.15, -0.17, 0.05], [-0.35, -1.02, 0.37], [-0.16, 0.39, 0.10], [0.17, 0.26, -0.16], [0.25, -0.59, 0.39], [0.23, 0.37, -0.11], [-0.52, -0.15, 0.24], [-0.08, 0.30, 0.34], [-0.14, -0.40, 0.60], [2.11, -0.33, 0.65], [-1.79, -1.80, -0.31], [0.26, -0.10, 0.17], [0.38, 0.01, -0.28], [-0.14, 0.21, -0.11], [-0.51, -0.02, -0.06], [0.11, 0.03, -0.22], [0.17, 0.25, -0.19], [-0.33, 0.08, -0.18], [-0.45, 0.56, -0.25], [0.39, 0.62, 0.13], [-0.16, 0.84, 0.09]],
  "mulliken_charge": [0.0140, -0.0174, -0.4894, -0.0765, -0.1953, -1.6432, 2.0913, -0.2699, -0.3362, 0.5946, -0.5873, -0.4833, 0.4000, 0.4191, 0.3153, -0.9436, 0.3938, -0.0061, -1.2609, 1.5041, 0.2784, -0.4323, 0.4276, -0.5496, -0.4528, 0.4510, 0.3112, 0.0040, -0.5532, 0.1073, 0.1283, -1.4696, 2.0780, 0.2190, -0.4226, 0.4817, -0.5834, -0.4616, 0.4284, 0.1673, 0.3819, -0.9097, 0.0118, 0.0036, -1.5710, 1.0934, 0.7462, -0.4328, 0.5114, -0.5764, -0.4533, 0.3975, 0.1923, 0.3869, 0.0376, 0.2810, -0.7655, -1.2082, 0.3691, 0.8596, -0.4147, 0.6274, -0.5768, -0.4048, 0.4485, 0.3218, 0.1239, 0.4061, -0.5653, 0.0951, -0.7124, 0.2167, 0.4416, -0.3607, 0.6721, -0.5490, -0.3803, 0.2656, -0.4787, 0.5688, 0.4072, -0.5231, 0.3855, -1.3902, 2.1096, 0.5211, -0.4514, 0.4653, -0.5845, -0.4609, 0.4161, 0.3344, 0.2119, -1.1773, 0.2080, -0.1527],
  "total_charge": -1,
  "e_homo_ev": -8.894,
  "gap_ev": 10.78,
  "e_lumo_ev": 1.88,
  "multiplicity": 1
}

[3]
{
  "formula": "C30H34BrCoN3O7S2",
  "method": "the ωB97M-V functional and the def2-TZVPD basis",
  "symbols": ["Co", "O", "C", "C", "C", "C", "C", "C", "C", "O", "N", "N", "C", "C", "Br", "C", "C", "C", "C", "C", "C", "C", "H", "H", "H", "H", "H", "H", "H", "H", "H", "H", "H", "H", "H", "H", "C", "C", "C", "C", "C", "C", "C", "S", "O", "O", "N", "C", "C", "C", "O", "O", "H", "H", "H", "H", "H", "H", "H", "H", "H", "H", "H", "H", "O", "S", "C", "C", "C", "C", "H", "H", "H", "H", "H", "H", "H", "H"],
  "xyz": [[-1.02567, -0.04296, 0.32710], [3.98362, 1.53417, -1.56255], [3.90566, 0.81935, -0.39939], [5.11008, 0.30761, 0.08120], [5.13128, -0.43885, 1.24252], [3.95136, -0.68930, 1.93827], [2.76515, -0.17154, 1.45721], [2.72022, 0.59373, 0.29447], [1.38463, 1.10878, -0.19345], [0.56217, 0.09716, -0.58651], [0.73432, 1.89132, 0.92164], [-0.62486, 1.79660, 0.81719], [-1.38190, 2.77702, 1.11973], [-2.82216, 2.75463, 0.90263], [-3.50960, 1.25326, -0.03670], [-3.66715, 3.73278, 1.23469], [-3.35760, 5.04442, 1.83238], [-4.23313, 5.55297, 2.79311], [-4.00210, 6.78655, 3.37869], [-2.90285, 7.54280, 2.99654], [-2.04808, 7.06541, 2.01438], [-2.27436, 5.82721, 1.43245], [3.10348, 1.69732, -1.92616], [6.01313, 0.50493, -0.48146], [6.07159, -0.83307, 1.60674], [3.96453, -1.28173, 2.84359], [1.83533, -0.34843, 1.98573], [1.52572, 1.81611, -1.02681], [1.04392, 2.85923, 0.94025], [-0.95738, 3.68303, 1.53962], [-4.72251, 3.55254, 1.05947], [-5.09709, 4.96928, 3.08724], [-4.68577, 7.16196, 4.12871], [-2.72401, 8.50950, 3.44843], [-1.20964, 7.66538, 1.68551], [-1.63533, 5.49648, 0.62376], [4.44591, -5.11823, -4.11738], [3.54827, -3.91197, -4.11220], [3.76608, -2.86323, -3.22365], [2.91999, -1.76724, -3.19906], [1.84791, -1.70747, -4.07550], [1.61752, -2.73858, -4.97691], [2.46675, -3.83205, -4.98830], [0.73847, -0.32988, -4.01281], [1.42447, 0.75616, -3.36897], [0.19211, -0.17706, -5.33126], [-0.47223, -0.77898, -3.02150], [-1.18917, -2.02062, -3.32741], [-2.40179, -2.27970, -2.43148], [-2.12115, -2.59571, -0.95915], [-2.67407, -3.54079, -0.41996], [-1.28889, -1.79790, -0.37161], [5.39090, -4.90926, -3.61747], [4.66146, -5.44516, -5.13496], [3.97179, -5.95366, -3.59778], [4.60637, -2.90327, -2.54116], [3.07457, -0.95717, -2.50009], [0.79673, -2.66521, -5.67800], [2.29301, -4.63464, -5.69567], [-0.15759, -0.71675, -2.05149], [-0.50929, -2.88013, -3.27979], [-1.54775, -1.93963, -4.35449], [-2.94506, -3.12821, -2.84614], [-3.07630, -1.41737, -2.46774], [-1.95583, -0.43955, 2.03034], [-2.55253, -1.84237, 2.22636], [-1.25736, -2.74692, 3.09180], [-1.19983, -2.12488, 4.47799], [-2.65267, -2.09661, 4.94778], [-3.49899, -1.60434, 3.76539], [-0.35587, -2.66755, 2.48592], [-1.57782, -3.79184, 3.11729], [-0.80268, -1.11115, 4.39957], [-0.55509, -2.69140, 5.14948], [-2.79707, -1.46506, 5.82364], [-2.96445, -3.10718, 5.21933], [-3.68261, -0.53072, 3.78292], [-4.45123, -2.12233, 3.66389]],
  "forces_ev_per_a": [[-0.18, 0.15, -0.27], [-0.05, -0.04, 0.17], [0.02, 0.12, -0.24], [0.01, -0.03, 0.03], [0.00, 0.00, -0.01], [0.01, -0.02, 0.00], [-0.03, 0.02, 0.01], [0.03, 0.06, 0.04], [0.16, 0.23, -0.13], [0.04, -0.24, 0.43], [-0.16, -0.10, -0.02], [0.16, -0.04, 0.01], [-0.09, -0.02, -0.01], [0.14, 0.03, 0.11], [-0.13, 0.02, -0.10], [-0.19, 0.00, -0.01], [0.04, -0.05, 0.04], [0.05, 0.01, 0.04], [0.00, -0.01, 0.00], [0.00, 0.01, 0.01], [0.01, -0.02, -0.02], [-0.04, 0.07, -0.03], [0.02, -0.16, -0.14], [-0.01, 0.00, 0.00], [0.00, 0.00, 0.00], [0.00, 0.01, 0.00], [0.00, 0.01, 0.00], [-0.08, 0.04, 0.03], [0.08, -0.04, 0.08], [0.05, 0.02, -0.07], [0.02, 0.00, -0.06], [0.00, -0.01, 0.00], [0.00, 0.00, 0.00], [0.00, 0.00, 0.00], [0.00, 0.00, 0.00], [0.00, -0.01, 0.01], [0.02, -0.01, -0.01], [-0.02, 0.01, 0.00], [-0.02, -0.05, -0.03], [-0.12, 0.07, 0.11], [0.10, 0.01, 0.00], [0.05, 0.04, -0.07], [0.02, -0.01, 0.02], [-0.20, -0.27, -0.14], [0.05, 0.19, 0.03], [0.03, 0.02, 0.04], [-0.11, -0.13, 0.16], [-0.04, -0.01, -0.13], [0.03, 0.03, 0.00], [-0.12, 0.26, -0.28], [0.08, -0.10, 0.00], [0.19, -0.21, 0.32], [0.00, 0.00, 0.00], [0.00, 0.00, 0.00], [0.00, 0.00, 0.00], [0.00, 0.00, 0.01], [0.08, 0.03, 0.02], [0.00, 0.00, 0.01], [0.00, 0.00, 0.01], [0.09, 0.11, -0.01], [-0.06, -0.03, 0.05], [0.04, -0.03, -0.02], [-0.02, 0.00, 0.01], [0.07, 0.04, 0.01], [0.09, 0.04, 0.16], [-0.17, 0.03, -0.02], [0.03, -0.07, -0.10], [-0.01, 0.04, -0.03], [-0.02, -0.01, 0.02], [0.06, 0.00, 0.00], [-0.03, 0.01, -0.02], [0.01, 0.00, -0.02], [0.01, 0.00, 0.02], [-0.01, -0.02, -0.01], [0.01, 0.01, -0.01], [0.01, 0.00, 0.01], [0.00, 0.00, 0.02], [0.00, 0.00, 0.00]],
  "mulliken_spin": [1.0239, -0.0002, 0.0026, -0.0005, -0.0006, -0.0021, -0.0067, -0.0096, 0.0098, -0.0029, -0.0107, -0.0073, 0.0006, -0.0015, 0.0223, -0.0055, 0.0010, -0.0004, 0.0003, -0.0004, 0.0001, 0.0000, 0.0006, 0.0000, 0.0000, -0.0001, -0.0013, 0.0079, 0.0006, -0.0009, 0.0001, 0.0001, 0.0000, 0.0000, -0.0001, 0.0003, 0.0000, 0.0000, -0.0001, -0.0021, 0.0000, 0.0000, 0.0000, -0.0002, -0.0002, -0.0001, 0.0004, 0.0011, -0.0014, -0.0008, -0.0007, -0.0065, 0.0000, 0.0000, 0.0000, 0.0000, 0.0026, 0.0000, 0.0000, -0.0089, 0.0001, 0.0000, 0.0003, 0.0002, -0.0057, 0.0027, -0.0031, 0.0001, 0.0002, 0.0018, 0.0010, -0.0001, -0.0003, -0.0001, 0.0001, 0.0001, -0.0001, 0.0003],
  "s2": 0.981,
  "e_homo_ev": [-8.389, -8.377],
  "gap_ev": [7.77, 7.77],
  "e_lumo_ev": [-0.62, -0.61],
  "multiplicity": 2
}

[4]
{
  "formula": "C5H7NO",
  "method": "the ωB97M-V functional and the def2-TZVPD basis",
  "symbols": ["O", "C", "C", "C", "C", "N", "C", "H", "H", "H", "H", "H", "H", "H"],
  "xyz": [[2.89701, -0.01116, 0.61271], [0.68958, 0.65016, -0.86974], [-0.28442, -0.40014, -1.10249], [-0.25340, -0.24632, 0.48734], [-1.77550, -0.35005, 0.42132], [-1.53851, 0.41723, -0.84431], [-0.44049, 1.20787, -0.15391], [3.27285, -0.75882, 0.13456], [2.34875, 0.43488, -0.07426], [-0.25975, -1.34414, -1.64266], [0.49569, -0.59076, 1.19969], [-2.20609, -1.34292, 0.25576], [-2.35060, 0.20938, 1.16610], [-0.59512, 2.12479, 0.40990]],
  "forces_ev_per_a": [[0.26, -0.13, -0.04], [-0.31, 0.01, 0.02], [0.17, -0.29, -0.49], [0.22, -0.26, 0.50], [-0.26, -0.11, 0.14], [-0.29, 0.06, -0.14], [0.07, 0.59, 0.01], [0.09, 0.05, 0.14], [0.04, -0.09, 0.13], [-0.07, 0.18, 0.04], [-0.13, 0.09, -0.17], [0.11, 0.11, 0.07], [0.12, -0.11, -0.05], [-0.04, -0.12, -0.14]],
  "nbo_charge": [-0.9891, -0.0376, -0.1279, -0.1924, -0.2135, -0.3592, -0.1254, 0.4576, 0.4806, 0.2270, 0.2622, 0.1936, 0.1944, 0.2297],
  "e_homo_ev": -9.112,
  "gap_ev": 9.79,
  "e_lumo_ev": 0.68,
  "multiplicity": 1
}

Calculated values (kJ/mol) of ΔE to the lowest compared entry with this formula, charge and spin for the records, taken in order: 88.1, 0.0, 0.0, 668.2.